1.
Computed, not measured: a molecular structure, C32H50AsF6N2O19 at a distorted geometry, with wB97M-V/def2-TZVPD.

Its charge is -1. The LUMO energy comes out at 1.36 eV. As for the electronic energy: -153021.8573 eV.

Each line ends with the Mulliken charge.
Atoms and positions in Å:
As1 -1.0159 -0.5576 0.2545  2.254
F1 -1.8137 -0.8421 -1.2951  -0.464
F2 -2.5388 -0.2426 1.0375  -0.541
F3 -0.1630 -0.3348 1.7675  -0.530
F4 0.5130 -0.8240 -0.5628  -0.501
F5 -0.8849 1.1347 -0.0807  -0.536
F6 -1.1588 -2.2503 0.6725  -0.578
C1 -3.9098 1.3543 3.6248  -0.386
C2 -2.5461 1.5180 3.7091  -0.418
C3 -1.9488 2.2464 4.7360  -0.315
C4 -2.7596 2.7301 5.7507  -0.054
C5 -4.1482 2.6309 5.6327  -0.385
C6 -4.7256 1.8963 4.6070  -0.483
N1 -2.2117 3.6251 6.7820  0.996
O1 -1.0161 3.5650 6.9740  -0.591
O2 -2.9768 4.3291 7.4043  -0.614
H1 -4.3085 0.8923 2.7301  0.412
H2 -1.8726 1.0489 3.0051  0.528
H3 -0.8869 2.4508 4.7271  0.529
H4 -4.7497 3.1557 6.3624  0.411
H5 -5.8049 1.8894 4.5429  0.365
C7 0.7074 5.3131 0.5912  -0.569
C8 0.4299 3.9620 0.8144  -0.288
C9 0.8961 3.3154 1.9635  0.034
C10 1.6908 4.0382 2.8518  -0.254
C11 1.9469 5.3841 2.6414  -0.592
C12 1.4946 5.9945 1.4969  -0.387
N2 2.2079 3.3938 4.0451  1.103
O3 2.7648 4.0756 4.8884  -0.662
O4 2.0636 2.1941 4.1525  -0.583
H6 0.3940 5.8453 -0.2968  0.350
H7 -0.2869 3.5136 0.1415  0.130
H8 0.7304 2.2487 2.0464  0.796
H9 2.4652 5.8988 3.4404  0.481
H10 1.6323 7.0567 1.3269  0.386
C13 3.4909 -5.2891 4.9622  -1.145
C14 3.8930 -5.8914 3.6299  -0.244
O5 3.1638 -5.2484 2.5918  -0.294
C15 3.0620 -5.8981 1.4222  0.652
O6 3.6922 -6.8776 1.1292  -0.595
O7 2.1859 -5.3307 0.6181  -0.331
C16 1.4536 -4.1587 0.9427  -0.442
H11 4.1187 -5.6469 5.7737  0.374
H12 2.4219 -5.3563 5.1574  0.297
H13 3.6658 -4.2094 4.8880  0.297
H14 3.6844 -6.9626 3.5980  0.340
H15 4.9638 -5.7694 3.4518  0.273
H16 1.9545 -3.1988 0.7980  0.197
H17 1.1457 -4.1232 1.9876  0.291
H18 0.5729 -4.1642 0.3088  0.273
C17 5.7914 0.9249 -0.7925  -0.817
C18 6.2361 0.0438 -1.9366  -0.280
O8 5.3814 0.2556 -3.0566  -0.369
C19 4.2598 -0.4075 -3.3238  0.750
O9 3.5755 -0.1995 -4.2748  -0.503
O10 3.9717 -1.2678 -2.3292  -0.304
C20 2.8196 -2.0688 -2.4681  -0.260
H19 5.7186 1.9473 -1.1510  0.111
H20 6.4414 0.8797 0.0854  0.481
H21 4.8399 0.5884 -0.3776  0.172
H22 6.2335 -1.0126 -1.6540  0.303
H23 7.2267 0.2284 -2.3537  0.334
H24 3.0058 -3.0766 -2.8538  0.343
H25 1.9635 -1.6251 -2.9639  0.068
H26 2.5157 -2.3189 -1.4476  -0.011
C21 -1.4427 2.9181 -2.9097  -0.524
C22 -0.3478 3.9674 -3.0267  -0.592
O11 0.8551 3.6413 -2.3081  -0.270
C23 1.7129 2.8146 -2.9430  0.772
O12 1.5861 2.3489 -4.0313  -0.567
O13 2.7723 2.5004 -2.1980  -0.205
C24 3.1652 3.1635 -1.0105  -0.706
H27 -1.8008 2.9115 -1.8795  0.216
H28 -1.1204 1.8928 -3.1049  -0.104
H29 -2.2647 3.0557 -3.6126  0.376
H30 -0.7158 4.9025 -2.6020  0.299
H31 -0.0816 4.2111 -4.0558  0.451
H32 2.7185 4.1515 -0.8910  0.248
H33 4.2122 3.4712 -1.0318  0.231
H34 2.9983 2.5520 -0.1300  0.364
C25 -3.3342 1.5946 -6.6687  -0.988
C26 -2.3098 0.7721 -7.4460  -0.235
O14 -1.0093 0.9547 -6.9467  -0.350
C27 -0.4499 0.0946 -6.0833  0.682
O15 0.7162 0.0840 -5.8545  -0.501
O16 -1.3768 -0.6705 -5.4929  -0.356
C28 -0.9406 -1.3487 -4.3135  -0.477
H35 -3.1435 2.6553 -6.8212  0.281
H36 -3.2939 1.3636 -5.6022  0.222
H37 -4.3591 1.3538 -6.9577  0.367
H38 -2.3478 1.1432 -8.4756  0.306
H39 -2.5652 -0.2837 -7.5563  0.339
H40 -1.5823 -2.1325 -3.9389  0.316
H41 -0.7136 -0.6260 -3.5229  0.058
H42 0.0986 -1.6682 -4.4382  0.329
C29 -5.4178 -3.3914 -1.1468  -0.922
C30 -5.0951 -4.7834 -0.6353  -0.345
O17 -4.0757 -4.7088 0.3676  -0.335
C31 -4.3738 -4.2429 1.5678  0.808
O18 -5.4453 -3.7938 1.8831  -0.582
O19 -3.2975 -4.3450 2.3387  -0.313
C32 -3.1449 -3.3806 3.3769  -0.602
H43 -4.5128 -2.8273 -1.3505  0.183
H44 -6.1462 -2.9003 -0.5102  0.297
H45 -5.9405 -3.5567 -2.0984  0.368
H46 -4.7564 -5.5081 -1.3773  0.351
H47 -5.9566 -5.3495 -0.2602  0.306
H48 -3.7534 -2.4938 3.2144  0.319
H49 -2.1037 -3.0633 3.2910  0.151
H50 -3.2759 -3.8592 4.3459  0.326

Cartesian forces, eV/Å:
0.296 -0.727 -0.427
0.100 0.158 0.790
-0.012 -0.107 -0.061
-0.152 0.233 -0.144
-0.324 -0.068 0.315
0.034 0.278 -0.075
0.005 0.267 -0.307
-0.229 0.011 -0.262
1.135 -0.063 0.244
-0.137 -0.216 0.376
-0.847 0.656 -1.184
0.185 -0.168 0.628
0.151 0.742 0.144
0.208 -0.732 0.012
0.234 0.179 -0.021
-0.225 0.255 0.113
-0.102 -0.262 0.196
-0.215 0.127 -0.356
0.028 -0.199 0.142
-0.072 -0.136 0.008
-0.008 -0.233 -0.095
0.480 -0.682 0.203
-0.737 0.853 0.301
0.346 -0.022 -0.869
-0.760 0.189 -0.992
0.384 -0.276 0.929
-0.388 0.809 -0.067
0.316 -0.338 0.779
-0.023 0.257 -0.231
-0.166 -0.170 -0.198
-0.293 -0.240 -0.051
0.366 -0.619 0.021
-0.132 0.039 0.368
0.130 0.171 -0.264
0.313 -0.057 0.177
0.103 1.214 -0.689
0.224 -0.709 0.376
-0.376 0.339 0.156
0.288 0.187 0.384
-0.098 -0.085 -0.037
0.218 -0.092 -0.726
-0.841 0.807 0.700
-0.200 -0.287 0.063
0.055 -0.507 0.141
0.116 -0.043 0.119
0.005 0.029 -0.062
-0.030 0.056 -0.026
0.571 -0.370 -0.380
-0.104 -0.398 -0.046
0.002 -0.065 0.007
0.202 -0.118 0.424
-0.221 -0.962 0.128
0.302 0.554 -0.933
-0.590 -0.048 0.792
0.275 -0.129 -0.345
0.355 -0.084 -0.150
-0.914 -1.340 1.203
-0.054 0.074 0.165
0.423 0.060 -0.315
-0.228 0.078 -0.476
-0.147 0.070 0.036
0.031 0.437 0.366
0.495 0.387 -0.685
0.332 0.432 -0.221
-0.098 0.488 0.013
0.277 -0.604 0.339
-0.222 0.203 -0.678
-0.135 0.032 0.087
-0.079 -0.149 0.277
-0.435 0.260 -0.234
0.825 -0.114 0.205
0.029 1.370 0.310
-0.276 -0.025 -0.096
0.466 0.158 -0.021
-0.012 0.522 0.111
0.198 -0.023 0.279
0.022 -0.348 -0.085
-0.728 -0.337 0.011
0.237 -0.770 -0.476
-0.210 -0.121 -0.037
0.003 -0.557 0.461
-1.314 0.075 -0.553
0.698 0.233 -0.566
-0.169 0.097 0.339
0.177 -0.029 -0.089
-0.851 -0.473 0.231
2.317 0.826 0.808
-0.051 0.034 0.062
0.211 0.082 -0.005
0.079 0.081 -0.332
0.551 0.107 0.062
-0.012 0.002 0.529
-0.445 0.094 -0.530
-0.927 0.187 0.087
-0.300 -0.775 -0.570
-0.839 -1.136 -0.975
-0.390 -0.283 0.548
0.673 -0.951 -0.346
-0.417 0.287 -0.145
-0.175 0.120 0.275
0.029 -0.082 -0.323
0.874 0.195 -0.012
-0.010 0.182 0.228
0.404 0.281 0.280
0.125 0.263 -0.063
0.747 0.606 -0.234
-0.211 0.674 0.458
-0.313 -0.249 0.152
-0.045 0.015 0.109
-0.364 0.156 -0.004

2.
Computed, not measured: 4 unconnected molecules or ions with the total composition CH10O3S at a distorted geometry, with wB97M-V/def2-TZVPD.

The LUMO energy comes out at 0.60 eV. As for the electronic energy: -18176.1371 eV.

Each line ends with the Mulliken charge.
Atoms and positions in Å:
C1 2.0524 -2.5197 1.5660  -0.716
S1 3.5320 -1.8696 0.9685  -0.190
H1 1.7507 -2.0904 2.5487  0.255
H2 1.1910 -2.4755 0.9025  0.287
H3 2.0669 -3.6168 1.8458  0.262
H4 3.1539 -1.5081 -0.2556  0.102
O1 -4.0594 1.9380 0.4346  -0.626
H5 -4.1733 2.8920 0.5522  0.311
H6 -4.0753 1.6820 1.3676  0.324
O2 4.8523 3.2589 -3.2158  -0.647
H7 4.7439 3.3940 -4.1607  0.324
H8 4.0922 3.1005 -2.6505  0.323
O3 -5.0146 -1.0758 0.2083  -0.644
H9 -4.5663 -0.7806 -0.6040  0.322
H10 -5.5463 -0.3289 0.4923  0.312

Cartesian forces, eV/Å:
-2.554 -2.232 2.151
1.752 0.616 -0.459
0.224 0.266 -0.819
0.167 0.450 -0.138
0.584 0.929 -0.618
-0.176 -0.029 -0.118
-0.185 0.528 0.768
0.032 -0.036 -0.558
0.144 -0.518 -0.215
1.357 0.037 0.580
-0.986 -0.158 0.425
-0.371 0.121 -1.004
0.300 -0.119 -0.421
-0.306 -0.021 0.562
0.019 0.167 -0.136